(1)
Formula: C3H4LiO4Ru
Source: the OMol25 dataset
Level of theory: wB97M-V/def2-TZVPD

Each line ends with the Mulliken spin population.
CARTESIAN COORDINATES (ANGSTROEM)
Ru1 -1.53 -2.40 -1.13  3.59
O1 0.17 0.89 -1.05  0.37
O2 0.12 -1.17 -1.80  0.31
O3 -1.83 -0.26 -1.38  0.58
O4 -0.20 -0.79 0.58  0.08
C1 -0.50 -0.32 -0.97  -0.12
C2 0.46 0.28 1.23  0.03
C3 0.37 1.44 0.24  0.01
Li1 0.67 -2.37 -0.07  0.00
H1 1.29 2.02 0.26  0.02
H2 -0.48 2.08 0.49  0.07
H3 -0.05 0.54 2.16  0.01
H4 1.51 0.04 1.44  0.03

The total charge is +2. Its HOMO energy (spin up / spin down) is -19.8 / -19.0 eV. As for the energy relative to the best compared isomer or geometry (same formula, charge and spin): 48.0 kJ/mol. As for the spin multiplicity: 6. For the total energy, the calculation gives -519.16861 a.u. The calculation puts the orbital gap (spin up / spin down) at 8.9 / 5.3 eV.

---

(2)
Formula: C30H55NO26PdS5
Source: the OMol25 dataset
Level of theory: wB97M-V/def2-TZVPD

Each line ends with the Mulliken spin population.
CARTESIAN COORDINATES (ANGSTROEM)
Pd1 -17.88 7.24 35.13  0.99
S1 -14.78 9.16 34.78  -0.03
S2 -20.89 9.18 38.46  0.00
S3 -16.16 4.10 32.02  0.00
S4 -16.39 4.35 38.56  0.00
S5 -20.74 9.40 32.08  0.00
O1 -18.61 14.20 33.87  0.00
O2 -11.74 5.77 28.67  0.00
O3 -11.24 14.49 31.05  0.00
O4 -19.02 13.92 35.98  0.00
O5 -16.70 4.87 33.25  0.00
O6 -9.33 4.91 33.93  0.00
O7 -10.04 16.30 30.19  0.00
O8 -17.07 5.43 37.69  0.00
O9 -13.18 11.57 40.04  0.00
O10 -8.63 2.77 33.72  0.00
O11 -10.39 16.14 36.92  0.00
O12 -14.43 10.50 34.44  0.02
O13 -13.61 11.25 42.32  0.00
O14 -9.61 17.48 35.23  0.00
O15 -11.62 7.41 30.40  0.00
O16 -20.76 14.42 34.53  0.00
O17 -13.61 8.37 35.17  0.06
O18 -11.64 16.32 35.10  0.00
O19 -12.32 16.29 30.54  0.00
O20 -12.96 7.72 28.76  0.00
O21 -15.61 8.47 33.79  0.48
O22 -8.27 3.95 35.58  0.00
O23 -15.79 9.11 35.81  0.49
O24 -20.25 8.67 37.23  0.00
O25 -19.71 8.74 32.96  0.00
O26 -14.02 9.70 40.78  0.00
N1 -6.52 11.92 32.06  0.00
C1 -22.44 9.88 37.76  0.00
C2 -10.48 16.75 35.70  0.00
C3 -13.35 15.45 30.91  0.00
C4 -14.29 4.07 32.22  0.00
C5 -13.45 10.90 38.89  0.00
C6 -21.82 7.82 39.36  0.00
C7 -9.28 10.84 34.19  0.00
C8 -12.34 15.32 35.85  0.00
C9 -12.24 8.65 30.71  0.00
C10 -11.11 15.75 30.55  0.00
C11 -8.57 5.23 36.05  0.00
C12 -7.30 12.38 34.57  0.00
C13 -19.58 14.24 34.75  0.00
C14 -8.79 3.83 34.36  0.00
C15 -16.40 5.15 30.48  0.00
C16 -14.60 4.46 38.25  0.00
C17 -19.76 9.53 30.49  0.00
C18 -12.11 6.89 29.21  0.00
C19 -12.63 14.14 31.03  0.00
C20 -21.90 8.03 31.56  0.00
C21 -16.34 4.93 40.28  0.00
C22 -6.83 12.09 33.19  0.00
C23 -9.48 5.83 35.08  0.00
C24 -17.64 13.79 35.93  0.00
C25 -11.58 15.35 37.16  0.00
C26 -13.62 9.48 39.45  0.00
C27 -17.47 13.61 34.48  0.00
C28 -8.13 11.24 35.13  0.00
C29 -13.31 8.71 29.68  0.00
C30 -13.64 10.87 41.16  0.00
H1 -16.60 6.21 30.60  0.00
H2 -22.24 7.18 38.59  0.00
H3 -7.60 10.29 35.23  0.00
H4 -14.00 3.50 33.10  0.00
H5 -17.37 5.22 40.47  0.00
H6 -8.56 11.54 36.08  0.00
H7 -6.47 12.64 35.22  0.00
H8 -8.82 10.18 33.45  0.00
H9 -14.12 3.87 39.04  0.00
H10 -13.38 15.52 36.11  0.00
H11 -14.45 3.96 37.29  0.00
H12 -18.75 9.89 30.70  0.00
H13 -7.95 13.24 34.39  0.00
H14 -16.62 14.19 34.13  0.00
H15 -14.36 8.64 29.96  0.00
H16 -21.26 7.29 31.07  0.00
H17 -16.04 4.12 40.94  0.00
H18 -23.26 10.00 38.46  0.00
H19 -12.24 14.35 35.36  0.00
H20 -17.23 12.95 36.50  0.00
H21 -17.03 14.59 36.35  0.00
H22 -14.40 11.15 38.42  0.00
H23 -9.17 6.85 34.84  0.00
H24 -14.01 15.39 30.04  0.00
H25 -13.96 15.71 31.78  0.00
H26 -10.08 10.30 34.70  0.00
H27 -22.46 7.54 32.35  0.00
H28 -13.18 9.61 29.08  0.00
H29 -22.61 8.25 39.98  0.00
H30 -17.31 4.77 30.00  0.00
H31 -12.89 13.75 32.01  0.00
H32 -12.80 8.58 31.64  0.00
H33 -7.70 5.86 36.27  0.00
H34 -22.21 10.88 37.39  0.00
H35 -12.92 13.26 30.45  0.00
H36 -10.54 5.88 35.35  0.00
H37 -20.20 10.30 29.85  0.00
H38 -12.10 15.70 38.05  0.00
H39 -9.14 5.22 36.97  0.00
H40 -12.65 11.00 38.15  0.00
H41 -9.79 11.64 33.66  0.00
H42 -12.69 8.92 39.46  0.00
H43 -14.26 5.49 38.23  0.00
H44 -17.41 12.58 34.13  0.00
H45 -11.39 14.30 37.36  0.00
H46 -19.80 8.56 29.99  0.00
H47 -14.45 9.03 38.90  0.00
H48 -14.00 5.12 32.33  0.00
H49 -22.46 8.57 30.80  0.00
H50 -15.73 5.83 40.37  0.00
H51 -15.51 5.12 29.86  0.00
H52 -13.72 3.72 31.37  0.00
H53 -11.61 9.54 30.59  0.00
H54 -22.74 9.32 36.87  0.00
H55 -21.09 7.30 39.98  0.00

The total charge is 0. Its HOMO energy (spin up / spin down) is -9.4 / -9.4 eV. As for the spin multiplicity: 3. For the total energy, the calculation gives -5305.51512 a.u. The calculation puts the orbital gap (spin up / spin down) at 8.3 / 6.6 eV.

---

(3)
Formula: C7H28CaN15O10
Source: the OMol25 dataset
Level of theory: wB97M-V/def2-TZVPD

Each line ends with the Mulliken charge.
CARTESIAN COORDINATES (ANGSTROEM)
Ca1 -0.57 0.05 -0.77  1.78
O1 -2.50 3.53 -3.82  -0.62
O2 2.79 3.28 1.16  -0.68
O3 -1.12 -2.39 -4.56  -0.65
O4 0.08 -4.06 -4.27  -0.64
O5 3.30 -2.78 0.82  -0.64
O6 -0.39 -3.37 -6.19  -0.60
O7 3.02 1.22 -4.02  -0.65
O8 -0.59 -0.79 4.41  -0.70
O9 -2.87 -4.14 0.75  -0.67
O10 -4.48 2.17 1.62  -0.68
N1 -3.57 -6.00 1.96  -0.41
N2 -0.64 0.14 6.38  -0.37
N3 -3.49 2.97 -5.69  -0.38
N4 4.17 0.70 -5.76  -0.40
N5 -0.78 -2.02 6.17  -0.39
N6 4.58 2.60 -4.78  -0.42
N7 5.06 3.24 1.13  -0.40
N8 -6.16 3.51 2.15  -0.39
N9 -5.56 1.99 3.50  -0.36
N10 5.02 -4.31 0.80  -0.38
N11 4.09 5.13 1.22  -0.37
N12 4.19 -3.68 2.67  -0.38
N13 -2.08 -6.15 0.41  -0.37
N14 -0.46 -3.32 -5.00  1.12
N15 -3.95 4.90 -4.76  -0.41
C1 -0.73 -0.86 5.61  0.66
C2 -2.87 -5.33 1.03  0.69
C3 3.86 1.53 -4.81  0.61
C4 4.08 -3.52 1.39  0.61
C5 3.89 3.85 1.26  0.65
C6 -3.26 3.79 -4.67  0.63
C7 -5.32 2.55 2.39  0.68
H1 -1.13 -2.07 7.12  0.18
H2 -6.11 3.95 1.24  0.22
H3 5.17 -4.29 -0.20  0.21
H4 -4.90 1.28 3.80  0.22
H5 3.59 -3.10 3.23  0.23
H6 -0.78 -2.84 5.58  0.22
H7 5.01 5.46 1.47  0.18
H8 -6.35 2.30 4.04  0.15
H9 -3.58 5.63 -4.16  0.22
H10 4.51 3.21 -3.97  0.24
H11 -2.97 2.11 -5.75  0.21
H12 -4.17 3.22 -6.39  0.16
H13 -0.13 0.94 6.01  0.22
H14 5.02 2.23 1.12  0.22
H15 -4.17 -5.42 2.52  0.22
H16 4.80 1.05 -6.46  0.17
H17 5.04 -4.07 3.04  0.19
H18 -0.87 0.11 7.36  0.18
H19 5.50 2.55 -5.19  0.21
H20 -3.43 -7.00 2.07  0.17
H21 -1.71 -5.82 -0.46  0.23
H22 -2.07 -7.09 0.79  0.15
H23 5.92 3.68 1.41  0.18
H24 3.28 5.73 1.14  0.22
H25 5.58 -4.87 1.42  0.16
H26 3.65 -0.16 -5.84  0.23
H27 -4.55 5.19 -5.52  0.19
H28 -6.88 3.68 2.84  0.16

The total charge is +1. Its HOMO energy is -8.8 eV. As for the energy relative to the best compared isomer or geometry (same formula, charge and spin): 40.3 kJ/mol. For the total energy, the calculation gives -2534.55419 a.u. The calculation puts the orbital gap at 3.0 eV.

---

(4)
Formula: C4H6O2
Source: the OMol25 dataset
Level of theory: wB97M-V/def2-TZVPD

Each line ends with the Mulliken charge.
CARTESIAN COORDINATES (ANGSTROEM)
O1 -2.28 -1.72 -0.45  -0.46
O2 0.45 1.27 0.08  -0.31
C1 -0.79 -0.50 1.01  -0.30
C2 0.48 0.01 0.31  -0.18
C3 1.79 0.64 -0.94  -0.36
C4 -1.84 -0.66 -0.07  -0.02
H1 2.59 -0.01 -0.57  0.26
H2 -0.63 -1.44 1.52  0.26
H3 1.35 0.24 -1.85  0.28
H4 2.15 1.66 -1.08  0.24
H5 -2.16 0.30 -0.53  0.32
H6 -1.11 0.30 1.70  0.27

The total charge is 0. Its HOMO energy is -7.8 eV. As for the energy relative to the best compared isomer or geometry (same formula, charge and spin): 575.9 kJ/mol. For the total energy, the calculation gives -306.28694 a.u. The calculation puts the orbital gap at 8.2 eV.

---

(5)
Formula: C4H7N2
Source: the OMol25 dataset
Level of theory: wB97M-V/def2-TZVPD

Each line ends with the Mulliken charge.
CARTESIAN COORDINATES (ANGSTROEM)
N1 0.33 1.58 1.95  -0.38
N2 -0.75 0.09 -1.19  -0.14
C1 -0.31 -1.08 -1.29  0.52
C2 -0.39 1.02 -0.17  -0.29
C3 0.24 -2.22 -1.11  -0.72
C4 0.31 0.68 0.95  0.02
H1 -0.98 1.88 -0.45  0.29
H2 -0.20 2.40 1.74  0.24
H3 -1.24 0.32 -2.09  0.33
H4 1.13 1.34 2.65  0.30
H5 1.17 -2.51 -1.57  0.28
H6 -0.03 -3.09 -0.59  0.33
H7 0.71 -0.40 1.18  0.22

The total charge is +1. Its HOMO energy is -12.7 eV. As for the energy relative to the best compared isomer or geometry (same formula, charge and spin): 397.6 kJ/mol. For the total energy, the calculation gives -265.75702 a.u. The calculation puts the orbital gap at 8.3 eV. The SMILES is C=C=[NH+]/C=C/N.

---

(6)
Formula: C8H4Cl12F12MgNaO12S4
Source: the OMol25 dataset
Level of theory: wB97M-V/def2-TZVPD

Each line ends with the Mulliken charge.
CARTESIAN COORDINATES (ANGSTROEM)
Cl1 -3.48 -3.82 1.84  -0.15
Cl2 3.79 3.45 3.36  -0.17
Cl3 -2.55 1.17 5.60  -0.12
Cl4 -4.53 1.33 3.50  -0.13
Cl5 1.29 2.45 4.53  -0.12
Cl6 -4.74 2.24 -3.40  -0.15
Cl7 -6.74 0.06 -3.23  -0.17
Cl8 -5.34 1.02 -0.88  -0.10
Cl9 -2.94 -1.96 4.03  -0.07
Cl10 -2.41 3.34 3.59  -0.11
Cl11 1.22 4.53 2.54  -0.16
Cl12 -2.78 -0.97 1.36  0.04
S1 3.56 0.46 -1.99  1.10
S2 1.79 -2.32 -3.85  0.93
S3 -0.89 0.66 -1.73  0.51
S4 2.06 -1.31 2.41  1.21
Mg1 1.26 -1.70 -0.77  0.91
Na1 1.35 1.26 -4.75  1.03
F1 5.13 2.47 -1.25  -0.20
F2 -1.32 1.39 0.69  -0.16
F3 -0.30 -3.83 -4.74  -0.20
F4 0.34 2.45 -0.20  -0.17
F5 4.47 1.13 0.35  -0.19
F6 0.09 -2.80 3.35  -0.23
F7 1.50 -4.88 -4.26  -0.21
F8 1.22 -1.78 4.86  -0.22
F9 1.40 -3.67 -6.09  -0.19
F10 -0.27 -0.68 3.67  -0.15
F11 3.16 2.59 -0.44  -0.21
F12 -1.68 2.94 -0.73  -0.20
O1 -0.25 1.23 -2.91  -0.56
O2 2.43 0.06 2.64  -0.60
O3 3.20 -2.63 -3.72  -0.62
O4 2.60 -0.40 -1.29  -0.47
O5 1.53 -1.11 -4.61  -0.61
O6 4.71 -0.31 -2.42  -0.58
O7 1.06 -2.33 -2.58  -0.49
O8 -0.12 -0.46 -1.15  -0.29
O9 2.85 1.18 -3.06  -0.73
O10 3.06 -2.27 2.77  -0.69
O11 1.39 -1.55 1.13  -0.47
O12 -2.28 0.27 -1.93  -0.27
C1 2.08 3.07 3.07  0.69
C2 -3.59 -2.16 2.42  -0.17
C3 1.03 -3.77 -4.82  0.44
C4 -5.23 0.74 -2.59  0.30
C5 -0.85 1.98 -0.39  0.56
C6 4.15 1.76 -0.76  0.56
C7 0.68 -1.62 3.65  0.58
C8 -2.83 1.66 3.93  0.83
H1 2.03 2.30 2.31  -0.29
H2 -4.65 -1.92 2.47  0.34
H3 -4.47 0.01 -2.81  0.11
H4 -2.18 1.06 3.29  -0.52

The total charge is -1. Its HOMO energy is -8.0 eV. For the total energy, the calculation gives -9886.38567 a.u. The calculation puts the orbital gap at 9.1 eV.

---

> Among the records above, which one has the lowest total charge?

C8H4Cl12F12MgNaO12S4

---

> What is the formula in the first record?

C3H4LiO4Ru

---

> total charge of number 5 (C4H7N2)?

+1

---

> Among the records above, which one has the lowest total charge?

C8H4Cl12F12MgNaO12S4